DFT (ωB97M-V with the def2-TZVPD basis set) results for a molecular structure, C21H53CaCl2F3N9O9 at a distorted geometry.

```
! RIJCOSX wB97M-V def2-TZVPD def2/J DEFGRID3
* xyz 1 1
C 0.1732 0.7979 -0.2516
C 0.8121 0.1277 -1.4607
Cl -0.3689 0.2296 -2.8991
C 0.9036 -1.3753 -1.0918
N 1.9320 -1.5853 -0.1072
C 1.6830 -2.0270 1.1296
N 0.4636 -2.3372 1.5595
C 0.6391 -2.7704 2.8186
N 1.8954 -2.6917 3.1448
N 2.5999 -2.2319 2.1033
H -0.7801 0.3262 -0.0077
H 0.8438 0.6587 0.5975
H 0.0000 1.8541 -0.4169
H 1.7714 0.5773 -1.7030
H 1.1317 -1.9669 -1.9835
H -0.0874 -1.6718 -0.7706
H 2.8870 -1.3860 -0.3523
H -0.1935 -3.1084 3.4102
H 2.2628 -2.9481 4.0758
H 3.5936 -2.0693 2.0590
C 1.9602 -1.6294 6.7514
O 2.8279 -0.9014 7.2585
O 0.7115 -1.4069 6.8217
O 2.2336 -2.7045 6.0806
Ca 1.0103 0.5357 -4.8358
Cl 0.5954 3.2164 -2.3508
C 0.6001 -4.9902 -1.8872
O -0.6517 -4.3149 -1.9608
H 0.6805 -5.6894 -2.7144
H 1.4206 -4.2650 -1.9549
H 0.6694 -5.5417 -0.9459
H -0.6889 -3.7072 -1.2177
N 5.9122 -3.0306 2.0154
H 5.5211 -3.0909 1.0631
H 5.3505 -3.6071 2.6590
H 6.8840 -3.3754 2.0109
H 5.9012 -2.0497 2.3324
C -4.7643 -4.8131 -5.6213
C -4.0064 -3.9314 -4.6410
N -3.9962 -2.5267 -5.0111
C -3.0706 -1.7379 -4.2280
C -3.3309 -1.5971 -2.7231
C -5.2985 -1.9193 -5.2387
C -6.3105 -1.9385 -4.0858
H -4.3649 -4.7105 -6.6311
H -4.6673 -5.8578 -5.3249
H -5.8293 -4.5818 -5.6437
H -2.9720 -4.2851 -4.6086
H -4.4196 -4.0915 -3.6335
H -2.9938 -0.7365 -4.6720
H -2.0709 -2.1814 -4.3526
H -4.1378 -0.8996 -2.5134
H -2.4454 -1.2021 -2.2280
H -3.5626 -2.5549 -2.2552
H -5.7557 -2.4110 -6.0998
H -5.1529 -0.8868 -5.5664
H -6.3417 -2.9017 -3.5751
H -7.3113 -1.7449 -4.4753
H -6.1038 -1.1626 -3.3498
C 2.3610 1.0622 10.1461
N 2.2284 0.5729 11.5456
O 2.9167 1.1000 12.3961
O 1.4380 -0.3236 11.7413
H 3.0968 1.8571 10.1284
H 2.6789 0.2249 9.5289
H 1.3876 1.4266 9.8336
C 4.2042 4.0130 0.9816
C 3.0179 4.5012 0.1504
O 2.8338 5.8969 0.1712
C 3.6128 6.7710 -0.6612
O 3.6610 6.4041 -1.9607
C 5.0481 6.9948 -0.1328
F 5.1747 7.0494 1.2040
F 5.5460 8.1659 -0.5832
F 5.8160 6.0140 -0.6016
H 4.2865 4.5703 1.9139
H 4.0885 2.9477 1.2122
H 5.1448 4.1194 0.4436
H 2.1086 4.0995 0.6047
H 3.0504 4.0958 -0.8654
H 3.1244 7.7343 -0.4292
N 5.1634 6.0850 -3.6363
H 5.1827 6.8263 -4.3315
H 6.0638 6.0378 -3.1655
H 4.3805 6.3047 -2.8558
H 4.9669 5.1970 -4.0854
C -4.8345 -0.5898 0.8196
C -4.6250 0.7548 0.1625
O -3.6436 0.9941 -0.5294
N -5.5682 1.7039 0.3626
C -6.7902 1.6097 1.1437
H -4.0006 -1.2381 0.5669
H -4.8758 -0.4817 1.9037
H -5.7549 -1.0509 0.4597
H -5.3652 2.5748 -0.1032
H -7.6460 1.8012 0.4953
H -6.7723 2.3655 1.9294
H -6.8996 0.6305 1.5957
*
```

Values from the calculation:
Kohn-Sham gap (eV): 1.38
LUMO level (eV): -5.8
HOMO level (eV): -7.204


DFT (ωB97M-V with the def2-TZVPD basis set) results for 13 unconnected molecules or ions with the total composition C13H52N26O13 at a distorted geometry.

```
! RIJCOSX wB97M-V def2-TZVPD def2/J DEFGRID3
* xyz 0 1
C 2.2930 -2.2792 -4.1511
O 2.4991 -1.5448 -3.1785
N 1.3651 -3.2660 -4.1153
N 3.0529 -2.4049 -5.2576
H 0.9986 -3.4397 -3.1785
H 1.4155 -4.0545 -4.7302
H 2.8432 -3.0493 -5.9907
H 3.7539 -1.6807 -5.3137
C 4.0248 1.7448 1.9314
O 4.5281 2.8533 2.1602
N 3.4255 1.4399 0.7590
N 3.7303 0.8568 2.9090
H 3.6311 1.9427 -0.0908
H 2.7809 0.6750 0.6886
H 3.8139 1.2580 3.8261
H 3.3567 -0.0396 2.6512
C 3.8507 -2.4110 0.2015
O 4.6345 -1.9002 1.0202
N 4.1458 -2.7082 -1.0884
N 2.5796 -2.6787 0.4566
H 5.0745 -2.4070 -1.3400
H 3.3801 -2.7101 -1.7393
H 2.1910 -2.5261 1.3828
H 1.9216 -3.0367 -0.2273
C -4.6442 3.0520 3.1241
O -5.3861 3.9379 3.5312
N -3.3727 2.8188 3.5489
N -5.0194 2.2529 2.1062
H -2.8510 2.0562 3.1585
H -3.0233 3.4518 4.2467
H -4.3791 1.6151 1.6658
H -5.9915 2.1862 1.8675
C -3.3317 0.0668 5.4593
O -4.4491 -0.3239 5.0830
N -3.1591 0.4139 6.7619
N -2.2069 0.2044 4.7381
H -3.9385 0.3072 7.3873
H -2.2389 0.5677 7.1294
H -1.5135 0.7853 5.1671
H -2.4752 0.1216 3.7453
C 4.5221 1.3907 -2.8845
O 3.5813 1.8142 -2.2156
N 4.7178 0.0642 -3.1257
N 5.4943 2.1908 -3.3583
H 3.9152 -0.5071 -2.8411
H 5.1063 -0.1676 -4.0261
H 6.3272 1.8771 -3.8199
H 5.4422 3.1460 -3.0452
C -3.2615 -0.9369 1.6630
O -2.4697 -0.0743 2.0837
N -2.9454 -1.7338 0.6186
N -4.3253 -1.3284 2.3743
H -3.5369 -2.4615 0.2686
H -1.9462 -1.6783 0.4326
H -4.6631 -0.9543 3.2604
H -5.0612 -1.8872 1.9706
C -0.2795 -4.2271 -1.5667
O 0.9185 -4.1046 -1.2790
N -0.8270 -5.4336 -1.8029
N -1.1632 -3.2172 -1.6053
H -0.1408 -6.1680 -1.8726
H -1.7926 -5.6347 -1.9803
H -0.7362 -2.3091 -1.4674
H -2.0917 -3.4050 -1.9325
C 1.0904 2.4506 -3.9596
O 0.0621 1.9827 -3.4430
N 1.6785 3.6036 -3.6777
N 1.4779 1.8498 -5.1172
H 1.3469 4.1455 -2.8990
H 2.4799 3.9874 -4.1427
H 2.0932 2.3067 -5.7687
H 1.4346 0.8456 -5.0969
C -1.5158 3.8416 0.3752
O -2.7013 3.6537 0.1703
N -0.6231 3.9278 -0.6485
N -0.9081 3.9638 1.5949
H 0.3177 4.2029 -0.4250
H -0.9536 3.8583 -1.5945
H -1.5617 4.0697 2.3551
H 0.0163 4.3558 1.5840
C 0.7029 -2.7609 3.6148
O 1.8576 -2.7484 3.2116
N 0.3764 -3.0079 4.9330
N -0.4195 -2.4448 2.9320
H 1.0118 -3.2418 5.6754
H -0.5608 -3.3250 5.1107
H -0.2945 -1.9505 2.0555
H -1.3556 -2.6501 3.2215
C -4.1014 0.8291 -2.1619
O -4.9380 -0.0565 -2.0037
N -4.1133 1.7068 -3.1745
N -2.9737 0.8979 -1.4204
H -4.9188 1.7097 -3.7743
H -3.4375 2.4484 -3.1621
H -2.0898 1.3586 -1.5603
H -2.8311 0.2300 -0.6794
C 0.2537 -0.0560 -0.0721
O 0.0481 -1.2465 0.2179
N -0.2597 1.0114 0.5406
N 0.8803 0.2587 -1.2255
H -0.0211 1.9665 0.3493
H -0.9714 0.9134 1.2525
H 1.1986 -0.4815 -1.8342
H 1.1283 1.1918 -1.5068
*
```

Values from the calculation:
Kohn-Sham gap (eV): 8.00
LUMO level (eV): -0.2
HOMO level (eV): -8.174
Relative energy (zero: lowest compared OMol25 entry of this formula, charge and spin) (kcal per mole): 72.6


DFT (ωB97M-V with the def2-TZVPD basis set) results for C6H11NO in the gas phase at a distorted geometry.

```
! RIJCOSX wB97M-V def2-TZVPD def2/J DEFGRID3
* xyz 0 1
C 1.1255 -2.5882 -1.4746
C 0.4625 -1.4552 -0.7736
N 0.7298 -0.2390 -1.0382
C 0.3235 0.8098 -0.2754
C -0.1926 2.0172 -0.9893
O 0.9412 1.0654 0.9460
C -0.0810 0.2561 1.4382
C -1.3146 0.8918 2.0147
H 0.3811 -3.2820 -1.8742
H 1.7527 -2.2211 -2.2837
H 1.7491 -3.1503 -0.7750
H -0.2368 -1.6760 0.0476
H -1.2843 2.0575 -0.9213
H 0.0917 2.0113 -2.0406
H 0.1846 2.9278 -0.5219
H 0.3229 -0.5871 1.9919
H -2.1480 0.1936 1.9717
H -1.6331 1.7915 1.4866
H -1.1741 1.1770 3.0712
*
```

Values from the calculation:
Kohn-Sham gap (eV): 8.74
SMILES string: C/C=N/[C@]1(C)O[C@H]1C
LUMO level (eV): 1.0
HOMO level (eV): -7.697
Relative energy (zero: lowest compared OMol25 entry of this formula, charge and spin) (kcal per mole): 80.6


DFT (ωB97M-V with the def2-TZVPD basis set) results for a molecular structure, C31H44NOP2ReS at a distorted geometry.

```
! RIJCOSX wB97M-V def2-TZVPD def2/J DEFGRID3
* xyz 3 2
Re -0.2093 0.2428 -0.6005
C 2.6419 -0.2849 2.8031
C 2.7385 0.8235 1.7574
C 2.0841 2.1319 2.2198
P 2.0713 0.4023 0.1296
C 2.9964 -0.9585 -0.6959
C 2.8383 -2.3118 -0.0126
C 2.6024 -1.0506 -2.1717
C 2.2712 1.8293 -0.9709
C 3.4374 2.1752 -1.6583
C 3.3965 3.2029 -2.5791
C 2.1990 3.8613 -2.8627
C 1.0270 3.5329 -2.1963
C 1.0910 2.5396 -1.2284
N -0.0565 2.0873 -0.4525
C -0.7647 2.9911 0.4091
C -0.4592 4.3387 0.5261
C -1.1674 5.1000 1.4540
C -2.1519 4.5310 2.2414
C -2.4458 3.1775 2.1278
C -1.7536 2.3941 1.2117
P -1.9897 0.6359 0.9294
C -3.4180 0.4620 -0.2066
C -2.9845 0.9083 -1.6058
C -4.6624 1.2627 0.1935
C -2.2045 -0.3755 2.4237
C -1.2167 0.0751 3.4978
C -3.6383 -0.4237 2.9578
H 2.8656 0.1435 3.7781
H 3.3649 -1.0771 2.6277
H 1.6486 -0.7301 2.8548
H 3.8008 1.0108 1.5446
H 1.0169 2.0019 2.3968
H 2.2219 2.9418 1.5043
H 2.5371 2.4432 3.1595
H 4.0475 -0.6485 -0.6361
H 1.8164 -2.6791 -0.1150
H 3.0926 -2.3080 1.0445
H 3.4994 -3.0273 -0.5015
H 1.5269 -1.2189 -2.3060
H 3.0919 -1.9173 -2.6160
H 2.8777 -0.1770 -2.7565
H 4.3678 1.6585 -1.4729
H 4.2997 3.4940 -3.0960
H 2.1807 4.6408 -3.6099
H 0.1003 4.0385 -2.4206
H 0.3160 4.7994 -0.0622
H -0.9326 6.1497 1.5613
H -2.6934 5.1380 2.9531
H -3.2160 2.7498 2.7547
H -3.6542 -0.6113 -0.1944
H -2.7434 1.9722 -1.6169
H -3.7942 0.7575 -2.3216
H -2.1261 0.3566 -2.0358
H -4.4656 2.3321 0.1321
H -5.0226 1.0338 1.1932
H -5.4686 1.0349 -0.5041
H -1.9356 -1.3817 2.0721
H -1.4902 1.0536 3.8929
H -0.1923 0.1353 3.1299
H -1.2308 -0.6321 4.3261
H -3.9808 0.5516 3.2995
H -3.6528 -1.0868 3.8229
H -4.3496 -0.8182 2.2345
C -2.4671 -3.1883 -2.1340
S -0.8032 -2.6151 -2.3741
O -0.6379 -1.6345 -1.1145
C 0.1850 -4.0075 -2.0222
C 1.1845 -4.2855 -2.9519
C 1.9882 -5.4012 -2.7428
C 1.7923 -6.1925 -1.6251
C 0.7932 -5.8971 -0.6979
C -0.0285 -4.8024 -0.8916
H -2.5789 -3.6100 -1.1389
H -2.6248 -3.9522 -2.8950
H -3.1463 -2.3600 -2.3053
H 1.3229 -3.6634 -3.8247
H 2.7582 -5.6512 -3.4573
H 2.4178 -7.0605 -1.4713
H 0.6533 -6.5321 0.1645
H -0.8056 -4.5711 -0.1764
*
```

Values from the calculation:
Kohn-Sham gap (spin up / spin down) (eV): 7.12 / 7.10
LUMO level (spin up / spin down) (eV): -10.1 / -10.1
HOMO level (spin up / spin down) (eV): -17.188 / -17.216
Relative energy (zero: lowest compared OMol25 entry of this formula, charge and spin) (kcal per mole): 3.8


DFT (ωB97M-V with the def2-TZVPD basis set) results for 14 unconnected molecules or ions with the total composition C32H100N8O14 at a distorted geometry.

```
! RIJCOSX wB97M-V def2-TZVPD def2/J DEFGRID3
* xyz 0 1
O 8.8788 17.0903 15.5403
H 9.3652 17.9331 15.3721
H 9.2356 16.2051 15.2487
O 8.9662 14.9950 10.9735
H 9.9004 14.7543 10.6429
H 8.9767 15.9546 10.9310
O 14.2809 14.5056 17.0602
H 14.8660 14.3886 16.3154
H 14.6829 15.2335 17.5877
O 14.4765 10.9262 15.0419
H 14.2921 10.0702 14.5209
H 13.9073 10.9055 15.8113
O 15.2497 13.6797 14.1022
H 14.9460 12.7808 14.4065
H 14.3839 13.9671 13.7599
O 8.8645 14.8454 13.6063
H 7.9987 15.2358 13.7974
H 8.9811 14.8253 12.6246
C 13.7712 10.7015 11.7869
C 14.7026 9.5178 12.0639
C 16.1230 9.9226 12.3851
O 17.0395 8.8578 12.5899
C 17.2971 8.5367 13.9922
N 14.1165 8.7157 13.2103
H 14.1783 11.4567 11.1295
H 13.6620 11.2865 12.7302
H 12.8146 10.3135 11.3432
H 14.9064 8.8559 11.1982
H 16.1138 10.5867 13.2721
H 16.5356 10.4620 11.5335
H 16.3563 8.4600 14.5251
H 17.9455 9.2385 14.4739
H 17.7300 7.5656 13.9431
H 13.1966 8.2705 13.0408
H 14.7523 7.9737 13.4377
C 11.4069 21.7455 14.9087
C 10.6047 20.5861 14.3710
C 11.3907 19.8136 13.3191
O 12.6811 19.3672 13.8039
C 13.1885 18.2733 13.0805
N 10.3409 19.5304 15.4361
H 11.0790 22.1328 15.8741
H 11.5368 22.5659 14.2296
H 12.4435 21.3800 15.1659
H 9.6538 20.9026 14.0540
H 11.5051 20.5450 12.5409
H 10.7747 18.9768 12.9624
H 13.5488 18.5390 12.0790
H 12.4707 17.4726 12.9574
H 14.0593 17.9647 13.6138
H 9.9019 20.0341 16.1902
H 11.2197 19.3054 15.8399
C 12.7224 17.2621 17.1921
C 13.5386 18.3888 17.7266
C 15.0830 18.0771 17.6728
O 15.3647 16.8510 18.2872
C 16.4591 16.8324 19.2238
N 13.2219 19.5581 16.8561
H 13.1272 16.9071 16.2545
H 11.6374 17.5731 16.9856
H 12.6638 16.4238 17.8566
H 13.2380 18.7341 18.7375
H 15.4761 18.8767 18.3023
H 15.4869 18.1025 16.6369
H 16.1825 17.3772 20.1977
H 17.3245 17.3196 18.8251
H 16.6379 15.7819 19.4774
H 13.8329 19.4489 16.0307
H 13.4433 20.4073 17.2926
C 17.7651 15.2686 16.2155
C 17.8282 16.1345 14.8991
C 18.3363 15.3008 13.7176
O 19.7201 14.9755 13.8034
C 20.0558 13.9317 12.9150
N 16.4563 16.5214 14.6332
H 17.0724 15.7096 16.9052
H 18.7577 15.1191 16.7306
H 17.5245 14.2119 15.9989
H 18.5099 16.9840 15.1213
H 18.2419 15.8094 12.7260
H 17.6725 14.4167 13.7473
H 19.8173 12.9708 13.3943
H 21.1228 13.9344 12.6592
H 19.5265 14.0258 11.9468
H 16.2673 17.0353 13.7801
H 15.8926 15.6377 14.4610
C 13.1221 12.6596 6.5899
C 13.5731 14.0809 6.6805
C 15.0266 14.2660 7.1796
O 15.0058 14.0053 8.5942
C 16.2027 13.9051 9.3322
N 13.3570 14.6846 5.3912
H 12.0326 12.5591 6.5526
H 13.3503 12.0401 7.4602
H 13.4564 12.0618 5.7515
H 13.0048 14.5159 7.4757
H 15.3994 15.3374 7.0189
H 15.7996 13.5898 6.6530
H 16.7496 14.8350 9.3009
H 16.8786 13.1216 8.9094
H 15.9980 13.5996 10.3496
H 13.4805 15.6618 5.3655
H 12.4192 14.5218 5.0566
C 11.3168 18.5589 9.0483
C 9.8402 18.3378 8.7207
C 8.7863 18.9347 9.6629
O 8.8954 18.2577 10.8750
C 8.0384 18.6252 11.9494
N 9.5849 18.9080 7.3999
H 11.4647 18.3158 10.0677
H 11.5279 19.6427 8.7813
H 11.9636 17.8623 8.4575
H 9.6509 17.2868 8.7750
H 7.8063 18.7923 9.2780
H 8.9021 19.9786 9.8181
H 8.4658 18.1406 12.7906
H 7.0068 18.4669 11.7631
H 8.1993 19.8208 12.0453
H 8.6536 18.7630 6.9880
H 10.2979 18.4253 6.8072
C 10.0264 11.3503 12.7807
C 9.0448 11.8502 11.7506
C 9.0683 11.1409 10.3995
O 10.4180 11.1285 10.0001
C 10.4722 10.6593 8.6682
N 7.6612 11.7674 12.2300
H 9.7532 10.3337 13.0544
H 10.0943 12.0886 13.5530
H 10.9894 11.5261 12.3332
H 9.2481 12.8717 11.4844
H 8.4831 11.7665 9.7042
H 8.7696 10.0961 10.4319
H 11.5054 10.5225 8.3652
H 9.8569 11.3250 7.9590
H 9.9955 9.6393 8.6401
H 7.5104 12.4001 13.0688
H 7.0838 12.2714 11.5360
C 13.3365 15.7730 10.9485
C 12.7784 14.3970 11.1674
C 11.9569 14.4744 12.4195
O 12.7474 14.7825 13.5085
C 12.1483 14.4816 14.7307
N 11.9097 13.8702 10.1216
H 13.8411 16.0002 11.8530
H 12.4892 16.5425 10.7495
H 14.0206 15.8157 10.0302
H 13.6293 13.7412 11.4138
H 11.4026 13.5950 12.7299
H 11.1863 15.2155 12.1966
H 12.6734 15.0524 15.5457
H 12.1825 13.3956 14.8648
H 11.0434 14.7692 14.6562
H 12.5079 13.7980 9.2844
H 11.6976 12.8629 10.2945
*
```

Values from the calculation:
Kohn-Sham gap (eV): 9.43
LUMO level (eV): 0.4
HOMO level (eV): -9.024
Relative energy (zero: lowest compared OMol25 entry of this formula, charge and spin) (kcal per mole): 37.0


DFT (ωB97M-V with the def2-TZVPD basis set) results for 2 unconnected molecules or ions with the total composition C6H16NO at a distorted geometry.

```
! RIJCOSX wB97M-V def2-TZVPD def2/J DEFGRID3
* xyz 1 1
C 0.3721 -0.8845 1.5350
C -0.7466 -0.1089 0.8745
C -0.2332 0.8166 -0.1791
C -0.3961 0.6773 -1.4871
C 0.5252 2.0485 0.3462
C -0.3769 3.2655 0.1031
N 0.9441 -1.9297 0.6171
H 0.0377 -1.3575 2.4517
H 1.1857 -0.2476 1.8805
H -1.3558 0.4010 1.6205
H -1.5215 -0.8085 0.5346
H -0.2439 1.4777 -2.2017
H -0.7872 -0.2096 -1.9762
H 0.7498 1.9647 1.4061
H 1.4127 2.1634 -0.2697
H 0.0480 4.2284 0.4122
H -0.4628 3.5387 -0.9513
H -1.3386 3.1158 0.5893
H 1.0939 -1.4317 -0.2577
H 0.1768 -2.5772 0.4276
H 1.7564 -2.4616 0.9182
H -0.8479 -2.3669 -2.1101
H -0.0108 -3.7285 -1.9258
O -0.2073 -2.8465 -1.5805
*
```

Values from the calculation:
Kohn-Sham gap (eV): 9.93
LUMO level (eV): -3.2
HOMO level (eV): -13.091
Relative energy (zero: lowest compared OMol25 entry of this formula, charge and spin) (kcal per mole): 27.8


no.,DFT total energy (eV)
1,-106092.407
2,-79698.253
3,-9934.958
4,-67916.472
5,-75386.778
6,-10012.106